Computed, not measured: a structure of composition C39H44BCl2N10O2S3W, with wB97M-V/def2-TZVPD.

Calculated values
Energy relative to the best compared isomer or geometry (same formula, charge and spin) (eV): 0.000
Net charge: +3
Spin multiplicity: 1
Gap between HOMO and LUMO (spin up / spin down) (eV): 6.38 / 6.23
HOMO energy (spin up / spin down) (Eh): -0.561 / -0.560
Electronic energy (hartree): -4416.6329

```
102
Properties=species:S:1:pos:R:3:mulliken_charge:R:1
W -0.6416 0.7222 -0.3584 0.857
Cl 4.6425 6.1845 0.5123 -0.139
Cl 2.3547 7.0594 -1.5161 -0.146
S 1.8236 0.3821 0.2576 -0.246
S -2.6217 -0.9167 0.1623 -0.350
S -0.2606 -0.6902 -2.1698 -0.172
O 3.3604 2.1105 3.0645 -0.468
O 0.3092 3.1173 -3.1983 -0.474
N 1.4228 -2.1650 -0.6328 0.132
N 0.2173 -1.4303 1.6541 1.589
N -2.3137 1.7172 -1.3940 0.120
N -2.8555 -3.3753 -1.0355 0.461
N 2.3544 -1.6083 -2.5424 0.512
N 2.1294 1.8060 1.1301 0.992
N -0.9168 -3.0688 -0.0643 0.752
N 0.7248 0.8088 4.0360 0.894
N -0.3890 -0.0571 1.5308 -1.148
N 0.1786 2.4773 -0.9486 -0.084
C -2.1030 -2.4857 -0.3604 0.432
C -4.6608 -4.4653 -2.3302 -2.215
C 1.2729 3.3412 -0.5678 1.161
C -0.0981 -0.0574 4.5101 0.335
C -4.2519 -3.1835 -1.6114 1.089
C 3.2885 3.8846 0.6958 -0.837
C -3.9490 3.0099 -3.2367 -0.554
C 1.7098 0.3335 2.9910 2.662
C 2.7078 -2.6821 -0.6466 -1.274
C 2.6188 -1.0019 -3.9189 1.214
C 2.3587 5.5118 -0.7877 -0.156
C 1.5710 -1.5296 -4.8938 -1.482
C -0.3396 2.7449 -2.2638 -0.322
C 0.6715 2.2822 4.6281 1.702
C 0.8934 -2.4302 3.9365 -0.197
C -2.1287 -4.5450 -1.1708 -0.326
C -4.1985 -2.0446 -2.6267 -1.115
C 1.2385 -1.5189 -1.8119 0.370
C -2.5683 3.1482 -3.3068 -0.829
C -5.2410 -2.9278 -0.4778 -1.477
C 1.9405 2.5346 5.4606 -1.555
C 2.2507 3.0149 0.3900 -0.164
C 4.0013 -1.4451 -4.3795 -2.191
C 2.6540 -0.6775 3.5898 -1.634
C -1.8052 2.5170 -2.3510 0.812
C -3.6458 1.5992 -1.3236 -0.261
C -0.5502 2.4096 5.5377 -2.361
C -0.1161 -2.1311 2.8858 -0.365
C 3.3544 5.1363 0.1102 -0.005
C -4.4865 2.2489 -2.2133 -0.917
C 0.9803 -0.1939 1.7571 -0.766
C 2.5840 0.5148 -3.7735 -1.491
C 1.3482 4.6222 -1.1146 -0.596
C 0.4652 3.2547 3.4650 -1.327
C 2.5317 1.5365 2.4284 -2.039
C 3.2816 -2.3336 -1.8156 -0.394
C 2.2686 -1.8915 3.9709 -1.323
C -0.9400 -4.3596 -0.5727 -1.565
C -0.3018 -1.4618 4.2051 -1.556
B 0.4134 -2.5561 0.4742 -0.078
H 0.7729 -3.3929 4.4131 0.737
H -0.7483 0.2977 5.2933 0.576
H 2.4469 1.6069 5.7239 0.250
H -2.5214 -5.4138 -1.6618 0.589
H 1.6595 3.0234 6.3916 0.449
H -1.4923 2.2128 5.0221 0.527
H 0.9486 -3.4298 1.0913 -0.137
H -5.6563 -4.3060 -2.7418 0.454
H 0.6140 4.9697 -1.8219 0.724
H -4.0019 -4.7046 -3.1653 0.493
H -0.3248 2.9123 2.7918 0.183
H 4.1615 -1.0346 -5.3753 0.440
H 3.6742 -0.3480 3.7427 0.645
H 4.0819 -2.5297 -4.4602 0.529
H -4.5909 3.5019 -3.9551 0.494
H 3.3340 0.8539 -3.0554 0.351
H 1.6016 -2.6183 -4.9498 0.413
H 3.0887 -3.2686 0.1712 0.724
H 4.7978 -1.0599 -3.7417 0.515
H -0.4830 1.8176 6.4519 0.629
H -1.1040 -1.8785 4.7970 0.641
H 4.2614 -2.5539 -2.1953 0.636
H -4.0499 0.9764 -0.5427 0.746
H -5.0601 -1.9895 0.0389 0.258
H -4.7249 -5.3174 -1.6529 0.520
H 0.1334 4.1997 3.8940 0.643
H 1.6056 0.8854 -3.4781 0.135
H 4.0473 3.5983 1.4064 0.712
H 2.8233 0.9640 -4.7373 0.583
H -0.1063 -5.0310 -0.4596 0.753
H 3.0055 -2.5464 4.4200 0.558
H 1.3630 3.4890 2.9026 0.200
H -3.4929 -2.2731 -3.4271 0.369
H -5.1863 -1.9314 -3.0739 0.541
H 2.6517 3.1664 4.9405 0.365
H 1.7994 -1.1368 -5.8843 0.499
H -5.2173 -3.7426 0.2470 0.399
H -6.2453 -2.8901 -0.8999 0.499
H -3.9212 -1.0992 -2.1656 0.047
H 0.5611 -1.2108 -4.6452 0.295
H -5.5555 2.1431 -2.0927 0.502
H -0.5668 3.4483 5.8631 0.487
H -2.0800 3.7473 -4.0628 0.597
H -0.8429 -2.9037 2.6747 0.942
```

Computed, not measured: a structure of composition C16H13IrN2O4S4Sb, with wB97M-V/def2-TZVPD.

Calculated values
<S²>: 6.030
Net charge: -1
Spin multiplicity: 5
Gap between HOMO and LUMO (spin up / spin down) (eV): 7.49 / 5.65
HOMO energy (spin up / spin down) (Eh): -0.186 / -0.216
Electronic energy (hartree): -2965.4027

```
41
Properties=species:S:1:pos:R:3:mulliken_charge:R:1
Ir 1.2950 -0.4101 -2.7054 0.991
Sb -0.0782 0.0115 -5.7319 0.646
S 1.7128 1.0164 -4.4114 -0.426
S 0.0254 -2.3994 -0.3788 1.182
S -1.9652 1.2532 -5.6597 -0.512
S -0.0736 -1.7999 -4.1768 -0.434
O -1.1560 -2.1860 -1.1638 -0.651
O 0.4060 -3.7358 0.0007 -0.759
O 3.2374 -1.0728 -2.7103 -0.600
O 4.8116 -2.0292 -1.4570 -0.683
N -3.4975 4.1767 0.6434 -0.594
N 1.2704 -1.6680 -1.1105 -0.240
C 0.3869 1.8069 -0.9300 -0.450
C -0.4117 -0.0161 3.4834 0.840
C 0.4821 -1.0786 3.4037 -0.720
C -0.0727 0.8542 -1.8414 0.151
C 3.6612 -1.6944 -1.6381 0.480
C -1.8524 2.5929 -0.5738 0.671
C -1.1917 0.2845 2.3685 -0.664
C -0.5537 0.7876 4.7477 -1.447
C -0.1733 -1.4991 1.1379 -0.163
C -2.3239 1.6565 -1.4925 -0.945
C -1.0766 -0.4468 1.1994 -0.625
C -2.7684 3.4708 0.1014 -0.054
C -0.4900 2.6670 -0.2925 -0.679
C -1.4403 0.7889 -2.1127 -0.026
C 0.6022 -1.8254 2.2399 -0.607
C 2.5966 -1.9654 -0.5818 -0.250
H -1.5234 0.6070 5.2160 0.316
H 2.8388 -1.3431 0.2897 0.177
H -1.8218 0.0437 -2.7969 0.533
H 1.4444 1.8786 -0.7049 0.417
H 1.2822 -2.6651 2.1856 0.467
H -1.8960 1.1082 2.4136 0.473
H -0.4873 1.8568 4.5413 0.335
H -3.3825 1.6021 -1.7110 0.427
H 0.2213 0.5302 5.4690 0.349
H 1.0911 -1.3292 4.2646 0.307
H 2.6768 -3.0095 -0.2815 0.362
H -1.6789 -0.2123 0.3332 0.950
H -0.1270 3.3927 0.4237 0.458
```

Computed, not measured: a cluster of 5 separate species, C2H15NO4 in total in a non-equilibrium geometry, with wB97M-V/def2-TZVPD.

Calculated values
Energy relative to the best compared isomer or geometry (same formula, charge and spin) (eV): 1.052
Structure (SMILES): CCN.O.O.O.O
Spin multiplicity: 1
Gap between HOMO and LUMO (eV): 10.70
HOMO energy (Eh): -0.373
Electronic energy (hartree): -440.8853

```
22
Properties=species:S:1:pos:R:3:mulliken_charge:R:1
O -0.7959 -3.6034 1.2737 -0.660
O -0.9448 2.7707 -1.4833 -0.651
O 2.4905 2.0886 -0.6136 -0.678
O 1.5574 -0.2530 -1.2057 -0.725
N -0.9965 -1.1208 -0.2088 -0.672
C -0.6554 0.7332 1.4421 -0.865
C -1.1233 -0.6847 1.2047 -0.186
H 0.4406 0.8357 1.4922 0.215
H -0.9870 -0.2546 -0.7953 0.341
H -1.8261 -1.5957 -0.5773 0.171
H -1.1510 -4.2706 0.6740 0.297
H -1.0206 1.2832 0.5458 0.048
H -1.0192 1.2288 2.3331 0.391
H 1.9462 1.2846 -0.7604 0.447
H -2.1600 -0.7850 1.6165 0.265
H 2.2667 -0.6417 -0.6809 0.322
H -0.6993 -1.4198 1.8824 0.315
H -0.6170 3.4283 -2.1094 0.305
H -0.3262 -2.9572 0.7099 0.372
H -0.1314 2.4922 -1.0432 0.328
H 0.7978 -0.8441 -1.0453 0.351
H 3.4346 1.9733 -0.5040 0.268
```

Computed, not measured: a structure of composition C48H61BN19ORuS3 in a non-equilibrium geometry, with wB97M-V/def2-TZVPD.

Calculated values
<S²>: 0.783
Energy relative to the best compared isomer or geometry (same formula, charge and spin) (eV): 0.150
Net charge: +2
Spin multiplicity: 2
Gap between HOMO and LUMO (spin up / spin down) (eV): 4.50 / 5.11
HOMO energy (spin up / spin down) (Eh): -0.412 / -0.412
Electronic energy (hartree): -4295.3036

```
134
Properties=species:S:1:pos:R:3:mulliken_charge:R:1
Ru -0.2024 -0.2902 0.6316 -0.106
S 0.1901 1.4484 2.2611 -0.449
S 3.8740 1.5159 -1.5822 -0.450
S 0.8532 -2.0171 1.7323 -0.216
O -5.1784 0.3946 -3.3367 -0.167
N -2.0665 -2.1349 1.0043 1.189
N -4.7016 0.6226 1.4540 1.100
N -0.6863 2.6695 -2.3834 1.027
N -0.2065 1.1749 -0.8984 1.382
N -2.5757 0.7064 0.9923 1.147
N 2.1541 -1.6827 4.1762 0.496
N 1.7642 3.7305 1.9934 0.560
N -5.3788 -0.5198 -5.3208 -0.495
N 2.7822 1.8609 1.4903 0.609
N 0.5031 -2.9372 -3.0112 0.109
N 2.8233 -0.3632 2.5631 0.623
N -3.8903 -4.0642 1.8373 -0.672
N -3.8639 -5.0032 -0.2579 -0.409
N -6.1836 -1.2117 -4.4431 -0.481
N 5.9065 -0.2332 -0.8714 0.746
N -4.2294 1.6767 2.1458 -1.346
N 0.4004 2.0360 -2.8612 -0.921
N -0.0230 -1.5996 -1.0218 -0.206
N 4.3277 0.0436 0.6172 0.421
C -3.4425 -3.1210 2.6561 -0.937
C -3.3682 1.5041 -6.3500 -0.918
C 0.0837 -2.4744 -4.3373 -0.911
C -3.7733 1.3681 -5.0246 -0.069
C 1.3197 5.6369 3.4586 -1.686
C 0.8890 -4.3413 -2.8540 -0.946
C 6.8118 -0.2148 -2.0653 1.131
C -7.6558 -2.5619 -0.5055 -0.793
C 1.9973 -2.7608 6.3811 -2.238
C 1.5912 2.3898 1.8314 0.061
C -6.5381 -0.6287 0.4014 0.729
C 7.2783 -1.6525 -2.3162 -1.661
C 5.2696 -0.8242 1.1572 -0.807
C 3.5153 -0.0215 3.6938 -1.185
C -6.2133 -0.2361 -0.8892 0.028
C 6.2363 -0.9834 0.2512 -1.043
C -3.4228 -4.0541 0.5904 0.401
C -0.0291 -2.5256 4.9664 -1.409
C 7.9924 0.6901 -1.7160 -1.532
C -2.4901 -3.0670 0.1784 -0.737
C 4.7210 0.4072 -0.6390 0.153
C -2.9559 1.6962 1.8486 -0.901
C -7.2959 -2.1908 -1.7898 -0.963
C 3.0998 4.0060 1.7664 -0.691
C -4.8008 0.4103 -4.6399 0.617
C -2.0965 2.9581 -4.3383 0.760
C -1.6871 3.0862 -5.6584 -0.763
C -0.6138 4.4733 2.4398 -1.806
C 1.8260 -4.1131 4.2959 -1.513
C -3.7109 0.0525 0.7745 -1.466
C 6.1173 0.2916 -3.3239 -1.974
C 1.9771 -1.3487 2.8785 0.140
C 0.9055 5.7628 0.9680 -1.502
C -6.5533 -1.0277 -1.9789 0.072
C -3.1477 2.1108 -4.0296 -0.123
C -2.5385 -2.1540 2.2595 -0.624
C -6.1063 0.2258 1.5677 -0.772
C 1.4783 -2.7742 4.9470 1.152
C -7.2585 -1.8009 0.5887 -0.890
C 0.6689 1.1431 -1.9522 -1.800
C -1.3844 3.6562 -3.2043 -1.219
C -2.3339 2.3710 -6.6597 -0.719
C 3.1191 -0.8456 4.6895 -0.609
C -1.0518 2.1527 -1.2193 -0.861
C 3.7189 2.8533 1.4512 -1.226
C -6.0406 -0.6545 -3.2904 0.568
C 0.1973 -2.2347 -1.9628 0.343
C 0.8328 4.8838 2.2203 1.144
B 2.9525 0.3628 1.1988 0.973
H 1.8864 6.2170 0.8396 0.420
H -8.2334 -3.4624 -0.3489 0.452
H 3.4374 -0.8916 5.7123 0.667
H 1.5200 0.4869 -2.0016 0.948
H -0.4613 -2.6226 3.9756 0.142
H 0.1756 6.5678 1.0484 0.460
H 8.5159 0.3362 -0.8273 0.369
H -0.7352 3.8432 3.3183 0.434
H 6.8182 0.1534 -4.1486 0.514
H -7.5697 -2.7958 -2.6435 0.568
H -3.8486 -0.7957 0.1327 1.093
H 0.6785 5.1761 0.0760 0.258
H -2.1284 -3.0424 -0.8434 0.237
H 1.2568 -4.5064 -1.8443 0.309
H 7.8136 -1.6845 -3.2643 0.462
H 4.2329 0.7800 3.7037 0.723
H -1.8944 2.4875 -0.6412 0.606
H -3.8631 0.9295 -7.1209 0.560
H 7.6534 1.7117 -1.5437 0.329
H -0.6494 4.3735 -3.5637 0.516
H 6.4292 -2.3335 -2.3840 0.374
H 2.3312 6.0215 3.3420 0.411
H 5.2152 -0.2770 -3.5472 0.374
H -0.8626 3.7419 -5.9079 0.439
H 4.7441 2.6616 1.1926 0.758
H -0.1509 -1.4134 -4.2954 0.313
H -1.0185 3.9606 1.5695 0.103
H -0.7931 -3.0278 -4.6781 0.317
H 2.9011 -4.2898 4.3287 0.413
H 1.6838 -4.5680 -3.5625 0.338
H -0.2500 -1.5315 5.3588 0.400
H 5.1882 -1.2526 2.1380 0.614
H -4.5532 -5.6582 0.0688 0.258
H 0.0406 -5.0002 -3.0484 0.325
H 0.6651 6.4889 3.6387 0.461
H -6.2378 -0.3071 2.5102 0.406
H -2.0190 2.4840 -7.6877 0.430
H -5.6672 0.6832 -1.0524 0.596
H -2.1866 -1.3848 2.9339 0.950
H -3.8270 -3.1330 3.6693 0.490
H 1.4909 -4.1590 3.2612 0.277
H 8.7039 0.7015 -2.5422 0.438
H 0.9012 -2.6289 -5.0394 0.308
H 5.8609 1.3429 -3.2652 0.470
H 1.4835 -3.5488 6.9289 0.441
H 1.2905 4.9920 4.3371 0.377
H -6.6771 1.1531 1.6273 0.337
H 7.9651 -2.0152 -1.5541 0.419
H 3.0655 -2.9711 6.4346 0.509
H -3.6014 -5.0160 -1.2251 0.181
H 3.4961 5.0005 1.8361 0.578
H -2.0822 4.1756 -2.5466 0.280
H 7.1349 -1.5631 0.3247 0.527
H -1.1857 5.3880 2.5947 0.715
H 2.0850 0.0049 0.4085 -0.222
H -0.4978 -3.2619 5.6186 0.559
H -7.5183 -2.1226 1.5897 0.461
H -3.4718 2.0047 -3.0010 0.602
H -2.2807 2.4269 2.2532 0.453
H 1.7837 -1.8183 6.8858 0.494
H 1.3337 -4.9150 4.8447 0.488
```

Computed, not measured: a structure of composition C10H13KN3O8S2 in a non-equilibrium geometry, with wB97M-V/def2-TZVPD.

Calculated values
Energy relative to the best compared isomer or geometry (same formula, charge and spin) (eV): 0.500
Net charge: -3
Spin multiplicity: 1
Gap between HOMO and LUMO (eV): 2.15
HOMO energy (Eh): 0.103
Electronic energy (hartree): -2551.2932

```
37
Properties=species:S:1:pos:R:3:mulliken_charge:R:1
K 10.9749 17.6509 -11.4075 0.952
S 13.3605 20.1255 -10.6666 1.005
S 11.5251 16.6111 -8.1880 1.229
O 11.2614 15.9189 -9.4688 -0.972
O 12.1019 20.2878 -11.4506 -0.773
O 11.0913 18.0187 -8.3327 -0.675
O 12.9672 16.6401 -7.9000 -0.736
O 14.5861 20.4728 -11.4321 -0.783
O 10.8206 15.8244 -7.1431 -0.776
O 13.4600 18.7776 -10.1063 -0.586
O 13.3441 21.0668 -9.4875 -0.822
N 10.0427 18.8584 -13.8964 -0.275
N 13.4341 14.9762 -10.7239 0.334
N 8.7862 19.1934 -9.5125 0.318
C 14.3107 14.0507 -10.2543 -0.337
C 8.9786 20.5287 -9.7327 -0.379
C 8.9577 18.8995 -16.2698 -0.761
C 7.7395 21.0756 -9.9553 -0.506
C 9.5863 18.8247 -14.9481 0.267
C 15.2701 13.8356 -11.2288 -0.606
C 14.9520 14.6691 -12.3265 -0.590
C 6.7750 20.0246 -9.9450 -0.586
C 13.7894 15.3384 -11.9860 -0.311
C 7.4747 18.8708 -9.6365 -0.506
H 8.7095 19.9595 -16.3988 0.249
H 13.1991 16.0310 -12.5638 0.229
H 9.9888 20.9169 -9.7139 0.357
H 15.3934 14.7283 -13.3087 0.349
H 9.6531 18.6473 -17.0623 0.264
H 7.9965 18.3936 -16.2413 0.257
H 7.1260 17.8519 -9.6003 0.392
H 12.7022 15.4528 -10.1456 0.192
H 5.7112 20.1618 -10.0735 0.383
H 14.0597 13.5595 -9.3296 0.405
H 9.5205 18.4928 -9.3596 0.070
H 16.1063 13.1537 -11.1622 0.347
H 7.5910 22.1279 -10.1523 0.381
```

Computed, not measured: a structure of composition C22H30N5O5S4SeTl, with wB97M-V/def2-TZVPD.

Calculated values
Energy relative to the best compared isomer or geometry (same formula, charge and spin) (eV): 1.894
Spin multiplicity: 1
Gap between HOMO and LUMO (eV): 7.05
HOMO energy (Eh): -0.262
Electronic energy (hartree): -5672.8646

```
68
Properties=species:S:1:pos:R:3:mulliken_charge:R:1
Tl 0.8255 1.3907 0.2501 0.445
Se 2.5260 3.1410 2.0228 0.902
S -1.3939 -2.4743 -0.1458 -0.286
S -0.1203 0.5964 -2.5245 0.202
S -2.0025 1.9602 0.0154 0.190
S 0.3359 3.9183 -1.5924 0.103
O 2.4941 1.5483 2.2931 -0.512
O 3.6981 3.4258 0.8262 -0.411
O 2.0107 -2.4668 1.5144 -0.810
O 2.7998 4.0777 3.2707 -0.727
O 1.0388 3.3882 1.2564 -0.625
N -0.8586 -5.0832 -0.0401 -0.143
N -0.1650 0.2735 2.1429 0.264
N 1.5563 -0.6370 0.2143 0.247
N -2.8613 -4.5852 0.7043 0.182
N 2.7866 1.6793 -0.7989 0.287
C 1.4180 -1.4172 1.2815 0.230
C -2.3617 3.5334 -0.8180 -0.916
C -1.7336 -4.0679 0.1724 -0.116
C 3.4979 0.5183 -0.7882 0.949
C 2.7054 -0.7771 -0.6488 -1.241
C 0.4028 1.9826 -3.5737 -0.854
C -1.1945 4.5104 -0.8475 -0.939
C -0.1506 3.3676 -3.2507 -0.839
C 0.0790 -1.7354 3.3768 -0.762
C 4.8355 0.4992 -1.0312 -1.072
C -0.8275 -1.2765 4.3132 -0.431
C 0.3897 -0.9275 2.2935 0.494
C -1.3081 -6.3158 0.5871 -0.572
C -4.1012 -3.8721 0.8526 -0.876
C 5.4719 1.7287 -1.3626 -0.338
C -1.0358 0.7236 3.0419 -0.246
C -1.3979 -0.0217 4.1474 -1.006
C -1.9273 0.7299 -2.5691 -0.926
C -2.5901 0.7538 -1.1927 -0.159
C -2.8053 -6.0373 0.7596 -0.592
C 3.4493 2.8978 -0.7260 0.811
C 4.8018 2.8971 -1.2798 -1.319
H -3.1931 -6.4024 1.7108 0.360
H -1.5213 5.4316 -1.3323 0.579
H -4.8034 -4.1293 0.0535 0.314
H -1.2345 3.3979 -3.3525 0.402
H -4.5571 -4.1156 1.8130 0.299
H -0.8799 4.7639 0.1668 0.322
H 1.4894 1.9785 -3.4628 0.292
H -0.8199 -6.4743 1.5527 0.280
H -1.4324 1.7166 2.8735 0.511
H 0.2477 4.0675 -3.9865 0.538
H -3.1968 3.9992 -0.2937 0.561
H 2.3786 -1.0881 -1.6493 0.209
H 0.1786 1.7377 -4.6131 0.564
H 0.5699 -2.6942 3.4512 0.595
H 3.3667 -1.5529 -0.2608 0.538
H -2.3224 -0.1349 -3.1032 0.524
H -2.4625 -0.2089 -0.6946 -0.479
H -3.8875 -2.8066 0.8134 0.212
H -1.1193 -7.1790 -0.0484 0.322
H -2.0985 0.3811 4.8644 0.456
H 0.1137 -4.8432 -0.1480 0.298
H -3.3998 -6.4778 -0.0487 0.302
H 6.4982 1.7207 -1.7088 0.399
H 5.3731 -0.4376 -1.0428 0.461
H 2.8216 3.7227 -1.0406 0.067
H -3.6640 0.9051 -1.3196 0.615
H 5.2568 3.8422 -1.5380 0.459
H -1.0834 -1.8829 5.1723 0.454
H -2.7066 3.3061 -1.8257 0.427
H -2.1997 1.6102 -3.1489 0.533
```

Question: Look up the spin multiplicity of the third one.
Answer: 1

Question: Look up the electronic energy of the sixth one.
Answer: -5672.8646 hartree